Entry 1:
H8O4 | wB97M-V/def2-TZVPD

Structure (XYZ):
```
12
H8O4 (wB97M-V/def2-TZVPD)
O -1.732 -0.504 -0.068
H -2.558 -0.966 -0.663
H -1.662 0.538 -0.294
O 0.523 -1.597 0.065
H -0.495 -1.217 0.068
H 0.587 -1.981 0.972
O 1.918 0.436 -0.051
H 1.434 -0.431 -0.197
H 2.157 0.616 -0.961
O -0.629 1.663 0.064
H 0.417 1.529 0.054
H -0.518 1.934 0.949
```

Calculated values
energy relative to the best compared isomer or geometry (same formula, charge and spin)	38.9	kcal/mol
molecular weight	72.060	g/mol
total charge	0
orbital gap	11.467	eV
DFT total energy	-305.71728	hartree
SMILES	O.O.O.O
E_HOMO	-10.83	eV



Entry 2:
H8O4 | wB97M-V/def2-TZVPD

Structure (XYZ):
```
12
H8O4 (wB97M-V/def2-TZVPD)
O -2.150 -2.816 -1.555
H -1.781 -1.940 -1.443
H -1.490 -3.404 -1.187
O 0.407 2.944 0.556
H 1.093 3.363 1.075
H 0.741 2.064 0.382
O -0.898 -0.441 -0.434
H -0.569 0.343 -0.874
H -0.353 -0.525 0.348
O 1.389 0.254 0.795
H 2.299 0.547 0.837
H 1.312 -0.391 1.499
```

Calculated values
energy relative to the best compared isomer or geometry (same formula, charge and spin)	24.0	kcal/mol
molecular weight	72.060	g/mol
total charge	0
orbital gap	10.640	eV
DFT total energy	-305.74092	hartree
SMILES	O.O.O.O
E_HOMO	-10.70	eV



Entry 3:
H8O4 | wB97M-V/def2-TZVPD

Structure (XYZ):
```
12
H8O4 (wB97M-V/def2-TZVPD)
O -0.565 0.928 0.386
H 0.443 0.753 0.507
H -0.769 1.367 1.223
O 1.469 -1.411 -2.952
H 1.309 -1.813 -2.008
H 1.569 -2.208 -3.427
O -4.206 0.770 -1.106
H -4.155 0.034 -0.447
H -3.509 0.586 -1.744
O 2.874 0.682 3.148
H 2.299 0.112 2.546
H 3.242 0.199 3.873
```

Calculated values
energy relative to the best compared isomer or geometry (same formula, charge and spin)	37.2	kcal/mol
molecular weight	72.060	g/mol
total charge	0
orbital gap	11.412	eV
DFT total energy	-305.71988	hartree
SMILES	O.O.O.O
E_HOMO	-11.28	eV



Entry 4:
H8O4 | wB97M-V/def2-TZVPD

Structure (XYZ):
```
12
H8O4 (wB97M-V/def2-TZVPD)
O -5.045 18.090 21.465
H -4.251 18.321 21.946
H -5.523 17.513 22.050
O -10.145 17.419 20.361
H -9.539 18.131 20.395
H -10.815 17.678 19.684
O -5.588 20.953 18.739
H -5.347 20.071 18.602
H -6.146 21.151 17.983
O -7.358 19.548 20.447
H -6.641 18.961 20.784
H -6.827 20.181 19.965
```

Calculated values
energy relative to the best compared isomer or geometry (same formula, charge and spin)	20.0	kcal/mol
molecular weight	72.060	g/mol
total charge	0
orbital gap	11.358	eV
DFT total energy	-305.74729	hartree
SMILES	O.O.O.O
E_HOMO	-10.82	eV



Entry 5:
H8O4 | wB97M-V/def2-TZVPD

Structure (XYZ):
```
12
H8O4 (wB97M-V/def2-TZVPD)
O 0.385 0.765 0.104
H 0.857 1.282 0.767
H -0.474 0.536 0.524
O 0.412 -2.225 0.016
H 1.200 -2.588 0.432
H 0.566 -1.267 -0.009
O -2.032 0.252 1.347
H -2.403 1.086 1.658
H -2.439 -0.425 1.899
O 1.699 0.809 -2.274
H 1.076 0.877 -3.003
H 1.152 0.897 -1.460
```

Calculated values
energy relative to the best compared isomer or geometry (same formula, charge and spin)	15.0	kcal/mol
molecular weight	72.060	g/mol
total charge	0
orbital gap	10.730	eV
DFT total energy	-305.75537	hartree
SMILES	O.O.O.O
E_HOMO	-10.48	eV



Entry 6:
H9N3 | wB97M-V/def2-TZVPD

Structure (XYZ):
```
12
H9N3 (wB97M-V/def2-TZVPD)
N -0.111 -1.439 1.885
H -0.904 -0.883 2.165
H 0.700 -1.114 2.395
H -0.187 -2.442 1.920
N 0.192 -0.491 -1.837
H 0.112 -0.510 -2.842
H 0.990 -1.004 -1.518
H -0.709 -0.844 -1.532
N -0.010 2.139 -0.063
H -0.265 2.241 -1.036
H -0.802 1.694 0.394
H 0.740 1.474 0.018
```

Calculated values
energy relative to the best compared isomer or geometry (same formula, charge and spin)	2.9	kcal/mol
molecular weight	51.093	g/mol
total charge	0
orbital gap	10.001	eV
DFT total energy	-169.64745	hartree
SMILES	N.N.N
E_HOMO	-9.12	eV